Entry 1:
62
Properties=species:S:1:pos:R:3:lowdin_charge:R:1 method="wB97M-V/def2-TZVPD" spin_multiplicity=1 orbital_gap_ev=9.37 e_lumo_ev=0.3 de_lowest_ev=0.082 smiles="CCCCCN(CCCCC)C(=O)[C@@H](CCC(=O)O)NC(=O)c1ccc(Cl)c(Cl)c1"
C 4.23058 0.78021 0.23348 -0.098
C 3.71406 1.53441 -0.98665 -0.254
C 2.18786 1.58581 -1.04964 -0.215
C 1.56048 2.51571 -0.01295 -0.166
C 0.03198 2.53309 -0.12914 -0.139
N -0.52688 1.19990 0.01424 -0.034
C -0.63545 0.69040 1.36872 -0.143
C -2.03923 0.89413 1.94435 -0.181
C -2.13330 0.34609 3.36560 -0.217
C -3.55823 0.36337 3.91871 -0.268
C -4.12284 1.77048 4.07458 -0.112
C -0.93643 0.56992 -1.09535 -0.431
O -0.90572 1.08506 -2.20485 0.055
C -1.31384 -0.92281 -0.99397 -0.199
C -2.41769 -1.27565 -1.99115 -0.120
C -3.76789 -0.67155 -1.59173 -0.075
C -3.71832 0.83508 -1.70962 -0.556
O -3.66390 1.60187 -0.78482 0.108
O -3.75454 1.22534 -2.98085 0.119
N -0.09365 -1.63166 -1.34323 0.137
C 0.73812 -2.16580 -0.42498 -0.438
O 0.43639 -2.28460 0.74967 0.064
C 2.06597 -2.62118 -0.93954 -0.128
C 2.71174 -3.64688 -0.25413 -0.005
C 3.96852 -4.06815 -0.63905 -0.082
C 4.60899 -3.45247 -1.70537 -0.685
Cl 6.18144 -3.96644 -2.17596 0.692
C 3.97755 -2.41171 -2.38308 -0.677
Cl 4.77195 -1.61552 -3.68853 0.692
C 2.70886 -2.00234 -2.00643 -0.062
H 3.81030 -0.22372 0.26715 0.064
H 5.31405 0.69517 0.19371 0.071
H 3.96661 1.29447 1.15389 0.065
H 4.11358 2.55085 -0.98601 0.106
H 4.08378 1.03606 -1.88560 0.086
H 1.80068 0.57679 -0.89327 0.089
H 1.87538 1.91314 -2.04356 0.119
H 1.92791 3.53341 -0.15677 0.119
H 1.84882 2.19299 0.98878 0.099
H -0.25728 2.90008 -1.11574 0.124
H -0.40269 3.18442 0.63291 0.127
H 0.08400 1.23837 1.98043 0.128
H -0.35166 -0.36311 1.41225 0.098
H -2.27596 1.95808 1.93031 0.113
H -2.77197 0.39819 1.30739 0.098
H -1.48398 0.92826 4.02384 0.115
H -1.76689 -0.68354 3.36902 0.114
H -4.20773 -0.21334 3.25663 0.105
H -3.55790 -0.13019 4.89359 0.102
H -5.09590 1.73447 4.55929 0.067
H -3.45992 2.38151 4.68368 0.073
H -4.24473 2.24811 3.10636 0.065
H -1.59536 -1.22864 0.01274 0.143
H -2.13747 -0.89319 -2.97505 0.122
H -2.50877 -2.36201 -2.04390 0.125
H -4.02334 -0.94351 -0.56714 0.125
H -4.53694 -1.04027 -2.27097 0.127
H -3.60701 2.18094 -3.05204 0.139
H 0.21357 -1.51498 -2.29650 0.144
H 2.21111 -4.10013 0.58727 0.123
H 4.46663 -4.86746 -0.11393 0.110
H 2.26248 -1.17533 -2.53707 0.109

---

Entry 2:
61
Properties=species:S:1:pos:R:3:lowdin_charge:R:1 method="wB97M-V/def2-TZVPD" spin_multiplicity=1 orbital_gap_ev=8.34 e_lumo_ev=-6.8 de_lowest_ev=0.232 charge=+2
Pd 0.26940 -0.18892 -0.24792 0.809
C 2.97520 -1.38547 0.73912 -0.054
O 2.18186 -0.18771 0.77202 -0.355
C 2.28506 0.53692 2.01330 -0.161
C 1.15820 0.20195 2.95144 -0.194
O -0.04332 0.64583 2.35267 -0.258
C -1.16006 0.50865 3.22077 -0.072
H 4.02339 -1.11816 0.86749 0.109
H 2.82867 -1.84546 -0.23352 0.091
H 2.66127 -2.07814 1.52037 0.092
H 2.25320 1.59523 1.75639 0.116
H 3.25153 0.31580 2.46694 0.142
H 1.33050 0.71433 3.90532 0.146
H 1.11136 -0.87708 3.14908 0.124
H -1.02578 1.11390 4.12099 0.105
H -1.30543 -0.53640 3.50938 0.074
H -2.03611 0.86347 2.68215 0.073
C -2.99204 0.94038 -2.92670 -0.011
C -1.63509 0.35634 -2.59887 -0.441
C -0.54134 0.89871 -3.49013 -0.036
C -1.38867 -0.15891 -1.29620 -0.200
C -1.62559 -1.32270 -2.53195 -0.245
C -2.86747 -1.98321 -2.54868 0.001
C -2.96896 -3.26912 -3.03592 -0.024
C -1.83044 -3.91607 -3.50580 -0.009
C -0.58544 -3.28978 -3.47064 -0.032
C -0.47981 -2.00487 -2.98418 -0.009
H -2.90778 2.02497 -2.84408 0.098
H -3.77348 0.62660 -2.23887 0.089
H -3.28648 0.70436 -3.94872 0.113
H -0.54373 1.98553 -3.39672 0.092
H -0.74663 0.66023 -4.53319 0.113
H 0.45211 0.54844 -3.22673 0.065
H -2.27011 -0.24701 -0.66233 0.096
H -3.75593 -1.47700 -2.19810 0.129
H -3.92980 -3.76377 -3.06700 0.126
H -1.91286 -4.91787 -3.90834 0.129
H 0.29219 -3.80237 -3.84080 0.127
H 0.48538 -1.51971 -2.96271 0.121
Cl -1.91551 2.67065 0.27991 0.653
C -0.36496 3.35480 -0.12636 -0.844
Cl 0.83778 2.11408 -0.68926 0.697
H 0.08091 3.81592 0.74655 0.047
H -0.46875 4.04968 -0.95138 0.045
C -0.34758 -4.71754 0.15347 -0.185
S -1.05365 -3.09247 0.35166 1.013
O 0.19362 -2.19315 0.21441 -0.595
C -1.46233 -3.12491 2.07006 -0.412
C -2.79292 -2.91728 2.40630 -0.079
C -3.16241 -2.94858 3.74508 -0.049
C -2.20236 -3.17487 4.71944 -0.040
C -0.86810 -3.37130 4.37035 -0.047
C -0.48962 -3.34932 3.04001 -0.083
H 0.48392 -4.83603 0.84526 0.070
H -0.00937 -4.80387 -0.87614 0.055
H -1.12856 -5.44783 0.36249 0.084
H -3.53324 -2.74480 1.63429 0.113
H -4.19650 -2.79936 4.02358 0.121
H -2.49162 -3.20264 5.76141 0.123
H -0.12878 -3.55159 5.13902 0.122
H 0.54578 -3.50304 2.76144 0.112

---

Entry 3:
59
Properties=species:S:1:pos:R:3:lowdin_charge:R:1 method="wB97M-V/def2-TZVPD" spin_multiplicity=1 orbital_gap_ev=7.07 e_lumo_ev=0.4 smiles="CC1(CCC(=O)N2CCC[C@H](N3CCN(c4ccc(F)cc4)CC3)C2)CC1"
C -7.13233 0.57128 -0.56764 -0.015
C -6.11782 -0.46744 -0.02275 -0.586
C -5.41015 0.11985 0.96333 -0.184
C -4.23849 1.09717 0.50987 -0.048
C -3.06126 0.11535 0.15798 -0.143
O -2.87805 -1.31581 0.53096 -0.188
N -1.90228 0.67226 -0.37699 -0.097
C -1.77777 1.96053 -0.89193 -0.133
C -0.64702 2.45811 0.15695 -0.212
C 0.59434 1.80661 0.03204 -0.232
C 0.36174 0.37282 0.20387 -0.490
N 1.46352 -0.37882 0.39600 -0.096
C 2.36056 -0.30588 -0.92097 -0.103
C 3.33021 -1.44278 -1.24313 0.017
N 4.30122 -1.54353 0.13355 -0.026
C 5.43045 -1.06770 0.06229 -0.259
C 5.94786 0.07546 1.07480 -0.064
C 7.06829 0.48814 1.13710 -0.088
C 7.94915 0.31420 -0.03764 -0.320
F 9.09025 0.89443 -0.19276 0.068
C 7.48160 -0.32159 -1.20663 0.006
C 6.20806 -1.07109 -1.18913 0.005
C 3.43028 -1.53657 1.62314 0.022
C 2.43785 -0.33067 1.41009 -0.233
C -0.62381 -0.28686 -0.56375 -0.020
C -6.66075 -1.75391 0.13278 -0.198
C -5.70786 -1.61525 -0.89918 -0.093
H -7.86187 0.94876 0.03041 0.047
H -6.69288 1.38200 -1.06052 0.057
H -7.77313 0.21023 -1.39886 0.094
H -4.90788 -0.77670 1.63326 0.162
H -5.90073 0.82610 1.93666 0.196
H -3.82742 1.60084 1.29341 0.103
H -4.35223 1.29797 -0.33328 -0.021
H -2.77701 2.48176 -0.52418 0.156
H -1.27849 2.09405 -1.91710 0.147
H -0.52774 3.71264 -0.23570 0.183
H -0.97537 2.63840 1.09798 0.066
H 1.49539 2.39576 0.54412 0.186
H 0.95255 1.99654 -0.96215 0.108
H -0.09423 0.38282 1.37444 0.223
H 1.64018 -0.42965 -1.66611 0.081
H 3.11880 0.44401 -1.06025 0.125
H 3.84864 -1.74284 -1.90350 -0.025
H 2.64899 -2.47869 -1.01970 0.175
H 5.35372 0.08290 1.82583 0.025
H 7.55505 1.34134 1.87097 0.182
H 8.06943 -0.69397 -2.05023 0.105
H 5.95198 -1.64258 -1.85224 -0.018
H 3.94426 -1.48714 2.46860 0.044
H 2.74626 -2.52295 1.39452 0.156
H 1.73684 -0.30044 2.39696 0.166
H 3.10487 0.49518 1.56229 0.094
H -0.77670 -1.36379 -0.30819 0.140
H -0.39467 -0.02280 -1.76496 0.183
H -6.62879 -2.52769 1.20762 0.195
H -7.84830 -2.02317 -0.29832 0.171
H -4.74439 -2.13134 -0.83115 0.110
H -6.10292 -1.69582 -1.86290 0.092

---

Repeat the second record exactly.
61
Properties=species:S:1:pos:R:3:lowdin_charge:R:1 method="wB97M-V/def2-TZVPD" spin_multiplicity=1 orbital_gap_ev=8.34 e_lumo_ev=-6.8 de_lowest_ev=0.232 charge=+2
Pd 0.26940 -0.18892 -0.24792 0.809
C 2.97520 -1.38547 0.73912 -0.054
O 2.18186 -0.18771 0.77202 -0.355
C 2.28506 0.53692 2.01330 -0.161
C 1.15820 0.20195 2.95144 -0.194
O -0.04332 0.64583 2.35267 -0.258
C -1.16006 0.50865 3.22077 -0.072
H 4.02339 -1.11816 0.86749 0.109
H 2.82867 -1.84546 -0.23352 0.091
H 2.66127 -2.07814 1.52037 0.092
H 2.25320 1.59523 1.75639 0.116
H 3.25153 0.31580 2.46694 0.142
H 1.33050 0.71433 3.90532 0.146
H 1.11136 -0.87708 3.14908 0.124
H -1.02578 1.11390 4.12099 0.105
H -1.30543 -0.53640 3.50938 0.074
H -2.03611 0.86347 2.68215 0.073
C -2.99204 0.94038 -2.92670 -0.011
C -1.63509 0.35634 -2.59887 -0.441
C -0.54134 0.89871 -3.49013 -0.036
C -1.38867 -0.15891 -1.29620 -0.200
C -1.62559 -1.32270 -2.53195 -0.245
C -2.86747 -1.98321 -2.54868 0.001
C -2.96896 -3.26912 -3.03592 -0.024
C -1.83044 -3.91607 -3.50580 -0.009
C -0.58544 -3.28978 -3.47064 -0.032
C -0.47981 -2.00487 -2.98418 -0.009
H -2.90778 2.02497 -2.84408 0.098
H -3.77348 0.62660 -2.23887 0.089
H -3.28648 0.70436 -3.94872 0.113
H -0.54373 1.98553 -3.39672 0.092
H -0.74663 0.66023 -4.53319 0.113
H 0.45211 0.54844 -3.22673 0.065
H -2.27011 -0.24701 -0.66233 0.096
H -3.75593 -1.47700 -2.19810 0.129
H -3.92980 -3.76377 -3.06700 0.126
H -1.91286 -4.91787 -3.90834 0.129
H 0.29219 -3.80237 -3.84080 0.127
H 0.48538 -1.51971 -2.96271 0.121
Cl -1.91551 2.67065 0.27991 0.653
C -0.36496 3.35480 -0.12636 -0.844
Cl 0.83778 2.11408 -0.68926 0.697
H 0.08091 3.81592 0.74655 0.047
H -0.46875 4.04968 -0.95138 0.045
C -0.34758 -4.71754 0.15347 -0.185
S -1.05365 -3.09247 0.35166 1.013
O 0.19362 -2.19315 0.21441 -0.595
C -1.46233 -3.12491 2.07006 -0.412
C -2.79292 -2.91728 2.40630 -0.079
C -3.16241 -2.94858 3.74508 -0.049
C -2.20236 -3.17487 4.71944 -0.040
C -0.86810 -3.37130 4.37035 -0.047
C -0.48962 -3.34932 3.04001 -0.083
H 0.48392 -4.83603 0.84526 0.070
H -0.00937 -4.80387 -0.87614 0.055
H -1.12856 -5.44783 0.36249 0.084
H -3.53324 -2.74480 1.63429 0.113
H -4.19650 -2.79936 4.02358 0.121
H -2.49162 -3.20264 5.76141 0.123
H -0.12878 -3.55159 5.13902 0.122
H 0.54578 -3.50304 2.76144 0.112

---

Please write out number 2 again, unchanged.
61
Properties=species:S:1:pos:R:3:lowdin_charge:R:1 method="wB97M-V/def2-TZVPD" spin_multiplicity=1 orbital_gap_ev=8.34 e_lumo_ev=-6.8 de_lowest_ev=0.232 charge=+2
Pd 0.26940 -0.18892 -0.24792 0.809
C 2.97520 -1.38547 0.73912 -0.054
O 2.18186 -0.18771 0.77202 -0.355
C 2.28506 0.53692 2.01330 -0.161
C 1.15820 0.20195 2.95144 -0.194
O -0.04332 0.64583 2.35267 -0.258
C -1.16006 0.50865 3.22077 -0.072
H 4.02339 -1.11816 0.86749 0.109
H 2.82867 -1.84546 -0.23352 0.091
H 2.66127 -2.07814 1.52037 0.092
H 2.25320 1.59523 1.75639 0.116
H 3.25153 0.31580 2.46694 0.142
H 1.33050 0.71433 3.90532 0.146
H 1.11136 -0.87708 3.14908 0.124
H -1.02578 1.11390 4.12099 0.105
H -1.30543 -0.53640 3.50938 0.074
H -2.03611 0.86347 2.68215 0.073
C -2.99204 0.94038 -2.92670 -0.011
C -1.63509 0.35634 -2.59887 -0.441
C -0.54134 0.89871 -3.49013 -0.036
C -1.38867 -0.15891 -1.29620 -0.200
C -1.62559 -1.32270 -2.53195 -0.245
C -2.86747 -1.98321 -2.54868 0.001
C -2.96896 -3.26912 -3.03592 -0.024
C -1.83044 -3.91607 -3.50580 -0.009
C -0.58544 -3.28978 -3.47064 -0.032
C -0.47981 -2.00487 -2.98418 -0.009
H -2.90778 2.02497 -2.84408 0.098
H -3.77348 0.62660 -2.23887 0.089
H -3.28648 0.70436 -3.94872 0.113
H -0.54373 1.98553 -3.39672 0.092
H -0.74663 0.66023 -4.53319 0.113
H 0.45211 0.54844 -3.22673 0.065
H -2.27011 -0.24701 -0.66233 0.096
H -3.75593 -1.47700 -2.19810 0.129
H -3.92980 -3.76377 -3.06700 0.126
H -1.91286 -4.91787 -3.90834 0.129
H 0.29219 -3.80237 -3.84080 0.127
H 0.48538 -1.51971 -2.96271 0.121
Cl -1.91551 2.67065 0.27991 0.653
C -0.36496 3.35480 -0.12636 -0.844
Cl 0.83778 2.11408 -0.68926 0.697
H 0.08091 3.81592 0.74655 0.047
H -0.46875 4.04968 -0.95138 0.045
C -0.34758 -4.71754 0.15347 -0.185
S -1.05365 -3.09247 0.35166 1.013
O 0.19362 -2.19315 0.21441 -0.595
C -1.46233 -3.12491 2.07006 -0.412
C -2.79292 -2.91728 2.40630 -0.079
C -3.16241 -2.94858 3.74508 -0.049
C -2.20236 -3.17487 4.71944 -0.040
C -0.86810 -3.37130 4.37035 -0.047
C -0.48962 -3.34932 3.04001 -0.083
H 0.48392 -4.83603 0.84526 0.070
H -0.00937 -4.80387 -0.87614 0.055
H -1.12856 -5.44783 0.36249 0.084
H -3.53324 -2.74480 1.63429 0.113
H -4.19650 -2.79936 4.02358 0.121
H -2.49162 -3.20264 5.76141 0.123
H -0.12878 -3.55159 5.13902 0.122
H 0.54578 -3.50304 2.76144 0.112